Record 1
82
Properties=species:S:1:pos:R:3:forces:R:3 method="wB97M-V/def2-TZVPD" molar_mass_g_mol=541.35 lumo_energy_ev=-0.74 total_energy_ha=-2753.33647
Cl 5.81094 3.08203 3.93120 -1.205 0.595 -0.111
S 4.08893 4.25686 4.36502 0.573 4.387 5.884
Si -1.34001 2.54630 0.19322 -0.273 -0.503 1.112
Si -4.08552 2.06077 0.66194 0.867 -2.298 0.692
O 4.41663 5.73822 4.05747 -1.299 -5.506 -0.175
O -2.44933 1.64557 1.24703 -0.634 2.282 -2.586
O -7.76159 0.12856 1.27851 -0.148 1.190 2.618
O 3.87540 4.07600 5.91651 0.334 -0.162 -6.187
N -3.28748 -0.43691 -1.31520 0.429 -0.136 -1.440
N 3.68321 -2.22612 -3.19236 1.123 -0.667 -0.606
C 4.14505 -1.81286 0.93228 0.133 -0.543 1.229
C -8.65862 -0.10111 2.42673 -0.899 -1.660 -0.004
C 5.04338 -4.34457 1.59181 0.287 -0.527 1.384
C -0.00882 1.44805 -0.66666 0.827 -0.807 -0.280
C 6.53436 -4.25434 -3.43967 0.299 -0.174 0.306
C -3.50394 0.17287 -4.76269 -0.333 0.150 -0.276
C 2.18503 -0.09635 -0.00148 -1.007 -0.332 0.149
C 4.58256 -2.73370 -3.72059 -0.913 0.683 0.447
C -5.31702 0.71940 1.30194 -0.997 -0.525 0.794
C -4.91841 -0.38954 -4.81646 -0.149 0.058 0.010
C 7.24229 -3.46585 -2.34557 0.024 -0.015 0.152
C 5.72532 -3.37118 -4.38886 -0.019 -0.310 -0.203
C 1.03287 3.79081 1.31647 -0.665 0.029 1.141
C 2.55984 -1.35717 0.97951 1.048 0.379 -0.667
C 4.31497 -2.97395 2.11985 -0.603 -0.411 -0.424
C 1.73075 4.60470 2.59644 0.262 0.687 -1.134
C 2.70533 3.51732 3.34182 -1.390 -1.093 -1.966
C 0.56057 0.21090 0.25113 0.637 -0.925 -0.095
C -8.92755 -1.73916 2.56193 -0.566 0.110 0.264
C -2.57752 -0.61856 -3.84026 0.246 0.207 -0.156
C -0.57427 4.07590 1.15870 0.006 0.261 0.449
C -2.97287 -0.51452 -2.42897 -0.249 -0.128 1.159
C -6.86972 1.27873 1.49326 1.383 -0.020 -0.760
H -8.21738 0.23228 3.46222 -0.698 -0.318 -2.146
H 0.00749 -0.81347 -0.00297 0.973 2.364 0.480
H 4.92015 -5.14383 2.46992 0.330 1.613 -1.906
H 1.53905 4.07476 0.30008 -0.689 -0.780 2.096
H 7.90173 -2.70440 -2.77396 -0.061 -0.057 0.059
H -4.91269 -1.43815 -5.13042 -0.021 0.093 0.039
H 2.01286 2.76440 3.94302 1.923 1.758 -0.655
H -1.14448 4.13868 2.19776 1.389 -0.127 -1.991
H -3.08556 0.15698 -5.77643 0.082 0.005 0.218
H 6.52698 -2.96925 -1.68252 0.072 -0.012 -0.081
H 5.35302 -3.98960 -5.21453 -0.100 0.220 0.115
H 4.89603 -0.95408 1.23432 -1.708 -1.438 -0.880
H -5.52064 0.17612 -5.53468 0.052 -0.116 0.114
H 4.85374 -2.54704 3.08815 -1.020 -0.922 -2.179
H -3.54478 1.22322 -4.44986 0.124 -0.169 -0.005
H -2.18867 3.08852 -0.89414 0.073 0.131 0.002
H -4.48583 3.42455 1.02309 0.109 0.268 0.339
H -4.13087 2.00174 -0.81552 -0.059 0.107 0.154
H -4.94989 0.28326 2.34569 -0.798 0.767 -2.251
H 5.88652 -5.00966 -2.97863 0.033 0.116 -0.174
H 7.85275 -4.13750 -1.73342 -0.078 0.141 -0.061
H -9.69571 0.42346 2.20401 2.095 -0.928 0.661
H -0.81398 5.08231 0.58543 0.654 -2.027 1.154
H 3.21797 -3.28237 2.45899 2.305 0.624 -0.656
H 4.53786 -4.83606 0.64714 1.075 1.320 1.769
H -5.36059 -0.14516 0.51299 0.193 1.608 1.562
H -5.41329 -0.32375 -3.84245 0.067 -0.049 -0.089
H -7.96624 -2.33115 2.88025 -1.762 1.337 -0.726
H -1.55655 -0.23380 -3.95146 -0.103 -0.116 0.207
H -9.75400 -1.94093 3.39716 1.788 0.591 -1.728
H 4.47800 -2.26314 -0.10481 -0.868 0.990 2.006
H 2.33199 -1.05253 2.09858 0.252 -0.758 -2.269
H 3.20037 2.86031 2.48114 -0.678 1.573 1.975
H 6.37285 -2.60678 -4.83292 -0.190 0.018 0.130
H 2.80957 0.86803 0.22922 -1.069 -1.820 -0.239
H 0.90416 2.12428 -0.98318 -1.785 -1.250 0.556
H 2.37257 -0.36721 -1.14147 -0.427 0.468 2.410
H -7.13590 2.07525 0.64825 0.580 -1.489 1.957
H -9.35429 -2.20253 1.57161 0.969 1.060 1.825
H 0.38708 0.36389 1.41900 0.359 -0.115 -2.460
H 2.35147 5.50278 2.12651 -1.140 -1.962 1.307
H -2.55427 -1.67074 -4.14549 -0.051 0.100 0.203
H 1.14475 2.63772 1.57793 -0.057 2.315 -0.909
H 0.90291 5.07969 3.28707 1.817 -1.231 -1.211
H -6.91930 1.74132 2.57335 -0.330 -0.831 -2.197
H 6.22104 -4.21024 1.46100 -2.649 -0.203 -0.019
H -0.48657 1.03228 -1.65647 0.965 0.727 1.890
H 7.29041 -4.79413 -4.02275 -0.219 0.075 -0.028
H 1.93343 -2.30547 0.64014 1.148 2.051 0.910

=====

Record 2
85
Properties=species:S:1:pos:R:3:forces:R:3 method="wB97M-V/def2-TZVPD" molar_mass_g_mol=632.59 smiles="CC[C@@H](C)[C@@H]1C(=O)NC[C@H]1I.CNC(C)=O.CNC(C)=O.CNC(C)=O.CNC(C)=O.CNC(C)=O" lumo_energy_ev=0.37 total_energy_ha=-1983.50504
I -0.51893 -1.86532 5.36302 0.657 -0.045 0.070
O -3.10503 -1.70253 -3.58678 0.002 -0.045 -0.068
O -3.17244 2.06231 4.56008 -0.012 -0.008 -0.101
O 0.57767 -0.88053 0.71470 0.398 -1.086 -3.207
O 0.12046 2.92833 -1.88135 0.076 0.007 -0.048
O 4.34844 1.91367 -2.33248 0.073 -0.035 0.054
O -0.60689 -6.46202 -0.49017 0.062 0.021 -0.064
N -5.18658 2.72840 3.84146 0.102 0.008 -0.171
N 0.40435 1.77269 -3.78114 0.223 -0.026 0.084
N -4.14329 -3.09787 -2.17790 -0.154 -0.095 -0.196
N -0.59315 -4.25918 -0.90770 0.274 -0.126 -0.226
N -0.63592 0.19933 2.33164 -0.662 -0.590 0.087
N 3.55137 3.91816 -2.92966 0.261 0.045 0.076
C -6.16498 3.20633 2.88173 -0.045 -0.093 0.430
C 1.19842 -5.64775 -1.83668 0.013 -0.063 0.012
C 3.07292 0.79970 2.63883 -0.024 -0.304 0.630
C 5.34999 3.80869 -1.26446 0.024 -0.055 0.014
C 1.13752 0.76620 -1.67030 0.090 0.165 -0.202
C -0.36245 0.57530 3.71372 -0.219 0.065 0.096
C 0.69576 -0.43100 4.28882 -1.617 1.616 -1.372
C 4.38931 3.12922 -2.21085 -0.196 -0.113 -0.083
C -3.32045 2.67948 2.24790 0.050 -0.017 0.094
C 4.12082 1.36286 3.59968 -0.096 0.536 -0.748
C -0.10158 -3.00634 -1.46854 -0.543 0.081 0.392
C 1.29472 -0.97539 3.00544 1.236 -1.425 0.137
C -3.93670 -2.58085 -3.41822 0.188 0.158 0.081
C 0.41592 -0.57747 1.82685 -0.447 1.032 4.201
C -0.06691 -5.50364 -1.02522 -0.205 -0.117 0.138
C 3.44333 5.36447 -2.91780 -0.284 -0.284 -0.199
C 0.51578 1.90888 -2.43029 -0.060 0.071 0.122
C -4.76505 -3.13036 -4.55408 0.017 0.021 -0.019
C 3.59367 -1.43996 3.82756 0.271 -0.053 -0.462
C -3.86969 2.46196 3.63818 0.053 -0.024 0.124
C -5.07531 -4.13751 -1.77786 0.325 0.210 0.291
C 0.81195 0.64731 -4.60290 -0.237 0.349 -0.153
C 2.78491 -0.72459 2.75161 -0.017 0.618 0.618
H -1.43438 -4.23317 -0.35380 0.038 0.007 0.025
H 1.22541 -2.05869 3.11234 -0.152 -0.198 -0.594
H 1.49366 -6.69261 -1.83850 -0.075 -0.016 0.053
H 2.93222 3.40032 -3.53491 -0.072 0.023 0.064
H -4.48302 -2.61891 -5.46910 0.060 0.049 0.051
H -4.58190 -4.19824 -4.67907 -0.117 -0.018 0.017
H 3.69482 1.60096 4.56147 0.000 -0.256 0.515
H 1.25314 -0.13747 -3.99908 0.006 0.036 0.044
H 4.62662 -1.51939 3.51361 0.360 0.104 0.078
H -0.05715 0.24622 -5.12729 0.067 -0.141 -0.002
H 2.16173 0.60588 -2.01433 -0.025 -0.073 -0.011
H 4.15376 5.80658 -2.22796 0.025 -0.038 0.014
H -5.48892 2.56313 4.78894 -0.005 0.009 -0.017
H 0.80687 -3.14651 -2.04516 -0.009 -0.127 0.021
H -1.50419 -0.32448 2.26167 -0.106 0.380 -0.438
H -5.76246 -3.74141 -1.02820 -0.111 -0.107 -0.045
H 4.80453 4.37809 -0.51080 0.053 0.093 -0.039
H -4.52461 -4.96998 -1.33658 -0.118 -0.103 -0.046
H -3.83556 2.04187 1.52816 -0.019 0.102 -0.074
H 6.02003 4.47346 -1.81098 -0.035 0.089 0.072
H -0.06337 1.61995 3.66913 0.610 0.046 0.429
H -0.02300 2.56563 -4.23352 -0.064 -0.052 0.002
H 2.43316 5.64883 -2.61854 0.045 0.116 0.043
H 3.25207 -2.45938 3.94427 -0.237 -0.295 0.099
H 1.15991 1.01287 -0.61763 -0.075 0.093 0.014
H 5.94375 3.04868 -0.76562 -0.045 -0.061 -0.052
H 4.45343 2.31356 3.19725 0.133 0.284 -0.039
H -3.55725 -2.68406 -1.47001 -0.023 0.007 -0.001
H -6.97976 2.48472 2.80156 -0.040 0.062 -0.138
H 3.56630 -0.94972 4.79069 -0.078 0.128 0.265
H -2.26478 2.42544 2.23964 -0.010 -0.026 0.043
H 3.63347 5.75282 -3.92006 0.039 0.136 0.061
H -3.43018 3.72358 1.95278 -0.059 -0.040 -0.102
H -6.57552 4.15810 3.22289 -0.047 0.031 -0.146
H 0.09600 -2.31217 -0.64844 0.087 -0.067 -0.390
H 2.00311 -5.05652 -1.39810 0.007 0.064 -0.109
H -0.87608 -2.58417 -2.11554 0.165 0.101 -0.114
H -5.64682 -4.50099 -2.62450 0.023 0.028 -0.037
H -5.82667 -2.96003 -4.37096 -0.017 -0.120 -0.010
H 2.14678 1.31604 2.86946 -0.229 0.301 -0.145
H -5.71967 3.34542 1.90297 0.043 -0.013 0.012
H 5.00621 0.75231 3.69056 0.152 -0.265 0.177
H 0.55129 -0.14211 -1.80232 0.056 -0.048 0.010
H 3.32319 1.07505 1.62310 0.092 -0.103 -0.302
H -1.26546 0.55886 4.29956 -0.328 0.196 0.017
H 1.03066 -5.32863 -2.86601 0.089 0.087 0.016
H 1.54416 0.97935 -5.34158 0.058 -0.153 -0.008
H 1.34901 0.13688 4.92228 0.455 -0.363 0.630
H 3.04181 -1.17168 1.80262 -0.147 -0.285 -0.347

=====

Record 3
80
Properties=species:S:1:pos:R:3:forces:R:3 method="wB97M-V/def2-TZVPD" molar_mass_g_mol=668.81 multiplicity=5 charge=+4 lumo_energy_ev="-11.06 / -15.56" total_energy_ha=-2278.86615
Os -0.41947 -0.63272 -0.33955 0.987 1.360 -2.026
P 1.30682 -2.13669 -0.71330 1.073 -1.637 0.138
P -1.99775 -2.25676 -0.26661 -1.703 -1.804 -0.096
P -1.99573 1.07445 -0.65719 -1.636 0.637 0.330
O 1.04456 0.80612 -0.68576 0.818 1.156 -0.193
O 0.00062 -0.98325 2.07915 -0.865 0.559 2.480
N -1.33309 -1.12902 3.97410 -1.576 -0.285 -0.068
N 0.31610 0.46848 3.84723 -0.019 -0.908 0.352
C -2.66055 -2.68458 -1.93454 0.080 0.054 0.329
C -2.94820 0.88420 -2.21922 0.188 0.253 0.200
C -1.30886 2.76591 -0.81115 0.272 -0.081 0.055
C -1.86839 -2.46451 3.74274 0.572 -0.493 0.251
C -2.09406 -0.20295 4.79342 -0.908 0.347 0.433
C 5.38577 5.14106 -4.36740 1.728 1.598 2.920
C 2.85318 3.32889 -2.53227 0.498 0.624 -2.191
C -1.61465 -3.93716 0.37780 0.198 -0.085 0.007
C 4.84832 4.62148 -5.48435 -1.439 -1.418 -3.236
C 2.36908 2.57616 -1.47675 -1.323 -1.865 1.193
C -0.31888 -0.57822 3.24629 2.223 0.363 -3.207
C 1.11944 -3.09673 -2.26244 0.223 0.025 0.208
C 0.08187 0.89323 5.21963 0.103 0.744 0.666
C 2.99649 -1.43927 -0.84980 -0.183 0.249 -0.098
C 1.51004 1.04787 3.25609 0.182 0.286 -0.564
C 2.56193 2.95882 -3.85231 0.497 0.445 -0.260
C 1.60758 -3.30353 0.66355 0.095 -0.290 -0.190
C 1.55502 1.43254 -1.72918 -0.641 -0.642 1.010
C -3.52202 -1.95335 0.71670 -0.254 0.285 0.383
C 1.81945 1.81486 -4.12542 0.957 1.199 -1.452
C -3.27832 1.31392 0.63453 -0.086 0.418 -0.087
C 1.30906 1.05075 -3.08336 -0.700 -0.920 2.487
C -1.16352 0.32267 5.85492 0.257 -0.562 0.701
H -2.96315 -0.71585 5.21159 0.204 0.001 -0.053
H -3.80807 0.21631 -2.06680 0.244 0.297 -0.137
H -0.68806 -0.60001 -1.92956 0.455 -0.267 0.646
H 3.73203 -2.25393 -0.78668 -0.270 0.186 -0.096
H -2.51654 -4.56427 0.33629 0.165 0.299 -0.120
H -1.29417 -3.88383 1.42250 -0.028 -0.053 -0.300
H -1.10040 -3.10430 3.29477 -0.233 0.342 0.026
H -3.35741 -1.15263 1.45603 -0.118 -0.326 -0.364
H 6.27609 4.70082 -3.90487 -0.255 0.116 -0.132
H 5.26645 3.72644 -5.96144 -0.093 0.319 0.149
H 3.12427 -0.90339 -1.79737 0.056 -0.104 0.193
H -0.86885 2.90371 -1.80840 -0.118 0.020 0.286
H 1.62919 1.48807 -5.15243 0.139 0.241 0.275
H -3.37429 -3.51641 -1.84920 0.175 0.258 -0.041
H 2.07293 -3.59718 -2.48544 -0.353 0.008 -0.005
H -3.16069 -1.81594 -2.37561 0.106 -0.259 0.064
H -3.80747 -2.86823 1.26277 0.003 0.294 -0.395
H 1.94132 -4.26998 0.26312 -0.013 0.154 0.231
H -0.83675 -4.43352 -0.20741 -0.057 0.066 0.114
H 3.15134 -0.74798 -0.01368 0.046 -0.121 -0.200
H 0.93732 0.63156 5.85922 0.098 0.125 -0.470
H -0.53645 2.91466 -0.04615 -0.179 0.064 -0.201
H -2.27684 0.46432 -2.98234 -0.366 0.173 0.156
H 1.47811 0.95321 2.17165 -0.004 -0.100 0.089
H 0.03533 1.99115 5.19584 0.045 -0.180 -0.044
H -2.79103 -2.46400 3.13541 0.409 0.350 0.144
H 0.69624 0.16707 -3.27724 0.206 0.313 0.069
H -2.14703 -2.89228 4.71577 0.055 0.229 -0.073
H 2.54923 2.83567 -0.43538 0.028 0.037 -0.245
H -2.88850 0.99906 1.61217 -0.133 0.113 -0.263
H 0.31871 -3.84230 -2.17005 0.259 0.182 -0.092
H -3.28871 1.88218 -2.53237 -0.119 -0.395 0.013
H -2.12070 3.49272 -0.66012 0.274 -0.232 -0.178
H -2.45917 0.64739 4.19113 0.107 -0.418 -0.145
H 0.71462 -3.43936 1.27465 0.283 -0.008 -0.150
H 1.53929 2.10772 3.52526 -0.003 -0.176 0.018
H -4.17863 0.73473 0.39085 0.238 0.239 0.170
H 3.98452 5.09007 -5.97385 0.368 -0.088 0.115
H -4.36397 -1.66002 0.06993 0.286 -0.100 0.231
H 3.47180 4.20251 -2.33400 -0.165 -0.121 0.029
H 4.98441 6.05329 -3.91175 0.099 -0.269 -0.124
H 2.42474 0.57417 3.64699 -0.362 -0.030 -0.011
H 2.40279 -2.88285 1.28912 -0.158 -0.134 -0.082
H 2.95420 3.54429 -4.68327 -0.358 -0.073 0.224
H -3.53120 2.38399 0.68320 -0.148 -0.407 0.065
H -1.66496 1.07837 6.46434 -0.017 -0.124 -0.107
H 0.87326 -2.39768 -3.07420 0.054 -0.279 0.188
H -0.86301 -0.49817 6.52101 -0.283 0.182 -0.062
H -1.83398 -2.98207 -2.58952 -0.189 0.044 0.117